(1)
Density functional theory data (wB97M-V/def2-TZVPD) for a structure of composition C21H31GaN5O6S in a non-equilibrium geometry.

Gap between HOMO and LUMO (alpha / beta) = 5.2 / 5.1 eV
Energy above the lowest of the compared OMol25 structures with the same formula, charge and spin = 141.4 kcal/mol
Net charge = +1

Geometry as XYZ:
```
65
Properties=species:S:1:pos:R:3:mulliken_charge:R:1
Ga -0.0717 -0.3482 -0.6101 0.15
S 2.8719 -0.9380 1.8117 -0.31
O -0.6768 1.6207 1.4459 -0.64
O 2.9034 0.3371 -2.0160 -0.38
O -1.1926 -0.7850 2.0062 -0.57
O 1.4703 -2.6067 -1.9122 -0.50
O -1.7372 4.2577 0.9455 -0.70
O 1.9407 -0.8311 -3.6675 -0.70
N -0.7928 -1.3212 0.8265 0.82
N 0.1196 1.3855 0.4388 0.83
N 1.8715 0.8287 -1.4816 0.46
N 2.1620 -0.8374 0.3830 -0.27
N 0.4654 -2.2111 -1.1389 0.56
C 2.4589 1.3988 3.1922 -0.49
C 3.0051 3.0169 -1.3707 -1.62
C -0.8649 -2.6524 0.7072 0.77
C -0.1797 -3.1671 -0.4257 0.06
C 0.2636 0.5012 4.6634 -0.64
C -0.0533 -4.6341 -0.6899 -1.13
C 2.0443 -4.9056 2.1482 -0.86
C 2.4588 -4.0917 4.3839 -0.49
C 1.8375 2.2555 4.0920 -0.52
C 2.0598 -5.1135 3.5255 -0.76
C 2.3777 -3.6555 1.6232 -0.57
C 0.9928 2.3884 0.1394 0.30
C 0.9054 -0.3632 3.7756 -0.05
C 1.9758 0.0959 3.0085 0.53
C 0.7393 1.8014 4.8325 -0.66
C -1.9843 0.2794 -1.0853 -1.16
C 1.8871 2.1115 -0.9364 0.22
C -1.4425 -3.5415 1.7609 -1.76
C 1.1502 3.6536 0.9355 -1.22
C 2.6339 -2.6022 2.4976 0.83
C 2.7585 -2.8354 3.8739 -0.51
H -2.2722 1.3047 -0.7519 0.35
H 0.3775 -4.7799 -1.7008 0.34
H -2.0248 -2.9671 2.4876 0.42
H 3.5993 2.3970 -2.0731 0.39
H -0.6538 -4.0923 2.3082 0.20
H 2.3841 -3.4627 0.5471 0.61
H -2.0567 0.3643 -2.1820 0.41
H 2.7894 -1.0525 -0.3809 0.39
H 0.2589 2.4678 5.5481 0.41
H 2.2067 3.2799 4.2133 0.58
H 2.6011 3.9143 -1.8825 0.39
H -0.5924 0.1359 5.2330 0.45
H -1.6785 3.4050 1.4371 0.35
H -1.0117 0.2342 1.7848 0.49
H -2.1018 -4.2852 1.2914 0.52
H 1.8143 -5.7358 1.4787 0.52
H -1.9953 5.0080 1.5217 0.30
H 0.5743 -5.1353 0.0690 -0.06
H 0.6049 -1.4044 3.7112 0.22
H 0.1701 4.1736 0.9533 0.40
H 1.0669 -0.3698 -3.6467 0.29
H 1.4680 3.4584 1.9832 0.00
H 1.5095 -1.8818 -2.7714 0.56
H -1.0646 -5.0799 -0.6058 0.49
H 2.5344 -4.2757 5.4484 0.43
H 3.0482 -2.0161 4.5257 0.52
H 3.6387 3.3535 -0.5233 0.40
H -2.6021 -0.5792 -0.6611 0.29
H 1.9153 4.2874 0.4301 0.45
H 1.7803 -6.0928 3.9088 0.44
H 3.3264 1.7229 2.6098 0.44
```

=====

(2)
Density functional theory data (wB97M-V/def2-TZVPD) for a structure of composition C16H38Br3N2O5Zr in a non-equilibrium geometry.

Gap between HOMO and LUMO (alpha / beta) = 3.1 / 3.2 eV
Multiplicity = 2
Net charge = +2

Geometry as XYZ:
```
65
Properties=species:S:1:pos:R:3:mulliken_charge:R:1
Zr 3.8196 -0.9352 2.1978 1.55
Br -4.3545 -3.7843 1.0250 0.02
Br -2.9017 -1.0504 2.2872 0.06
Br -1.0896 -3.2735 0.5540 0.00
O 2.8705 -5.1048 -1.0622 -0.40
O -3.0351 2.4461 1.9633 -0.32
O 1.7384 -1.3152 1.2031 -0.63
O 2.1616 0.5058 1.5920 -0.81
O 0.0496 0.0281 0.6804 0.33
N 3.5092 -3.2160 2.1626 -0.28
N -0.6009 2.2986 3.4094 -0.76
C -2.6480 -3.0036 1.7957 -0.48
C -1.8778 3.1017 1.4401 -0.30
C -1.0987 0.1021 -3.4974 -0.90
C 0.3538 4.0992 1.9934 -1.38
C -4.0662 3.2937 2.5087 -0.89
C -0.6882 1.5098 -2.8036 0.26
C 1.2790 -0.1944 1.0970 1.26
C -0.1407 -1.0306 -2.9307 -0.83
C -1.6385 3.8603 -2.7763 -0.47
C -0.9144 3.4774 2.5533 0.64
C 2.6541 -3.9612 -0.1478 0.05
C -0.5370 4.8584 -2.1854 -1.02
C 2.0208 -5.0998 -2.2288 -0.67
C 3.3534 -5.5695 1.8250 -1.56
C 3.5637 -4.2542 1.1036 -0.11
C -1.2192 2.6630 -3.6565 -1.07
H 3.0686 -3.1347 -0.7251 0.39
H -2.3936 -3.6142 2.6620 0.45
H 4.5484 -4.2585 0.6363 0.35
H 2.5759 -3.4172 2.4920 0.28
H -4.3371 3.0315 3.5314 0.30
H -0.8404 0.2453 -4.5466 0.42
H -1.4255 4.2706 3.0989 0.32
H -0.5778 -1.2467 -1.9558 0.04
H 1.8030 -4.1276 -2.6709 0.26
H 0.0145 4.4479 -1.3396 0.00
H -2.0690 4.4982 -3.5482 0.29
H 0.3928 1.5450 -2.6688 0.28
H 2.3685 -5.8153 2.2221 0.45
H 0.8771 -0.6551 -2.8247 0.34
H 0.2415 5.1727 2.1448 0.37
H 4.1023 -5.7537 2.5954 0.53
H -0.5645 2.8346 -4.5108 0.44
H 0.1345 5.0731 -3.0168 0.45
H 1.2874 3.7977 2.4685 0.34
H -4.9224 3.2979 1.8342 0.31
H 3.5192 -6.2891 1.0233 0.37
H -0.9696 5.8274 -1.9361 0.37
H 1.0594 -5.5104 -1.9205 0.29
H -2.3317 3.5131 -2.0102 0.32
H -0.3750 -0.7931 0.4214 -0.15
H -2.1689 -0.0952 -3.5608 0.42
H -2.0311 2.2209 -4.2340 0.46
H 1.6805 -3.7654 0.3014 -0.26
H -1.3441 2.3543 0.8530 -0.17
H -2.1213 3.8957 0.7342 0.53
H 4.0107 -3.6830 2.9045 0.41
H 2.4169 -5.8434 -2.9204 0.30
H -1.5286 1.9053 3.3411 0.38
H -0.0007 1.5955 3.0025 0.06
H -1.1245 1.6267 -1.8115 -0.14
H -3.8453 4.3563 2.4080 0.35
H -0.2158 -1.9582 -3.4981 0.39
H 0.5220 3.9994 0.9210 0.16
```

=====

(3)
Density functional theory data (wB97M-V/def2-TZVPD) for a cluster of 2 separate species, C5H8N2 in total in a non-equilibrium geometry.

Gap between HOMO and LUMO (alpha / beta) = 8.1 / 8.1 eV
Energy above the lowest of the compared OMol25 structures with the same formula, charge and spin = 138.2 kcal/mol

Geometry as XYZ:
```
15
Properties=species:S:1:pos:R:3:mulliken_charge:R:1
N 0.8643 -0.3319 0.5423 -0.30
N -0.0640 2.6829 -1.0008 -0.51
C -2.2306 0.4593 0.2165 -0.70
C 1.9064 -1.3178 0.7890 -0.73
C -1.3221 0.0291 -0.8319 -0.40
C 1.0879 0.4328 -0.4496 0.17
C 0.2656 1.5879 -0.7782 0.17
H 1.5050 -2.2929 1.0818 0.26
H 1.9242 0.2644 -1.1374 0.30
H -2.9916 0.8271 -0.5113 0.31
H -1.3619 -1.0380 -1.0853 0.29
H -1.9061 1.3706 0.7349 0.28
H 2.5746 -1.4439 -0.0755 0.31
H -2.6957 -0.2621 0.8953 0.30
H 2.4992 -0.9444 1.6308 0.26
```

=====

(4)
Density functional theory data (wB97M-V/def2-TZVPD) for an isolated molecule of C5H8O in a non-equilibrium geometry.

Gap between HOMO and LUMO = 8.8 eV
Energy above the lowest of the compared OMol25 structures with the same formula, charge and spin = 81.3 kcal/mol

Geometry as XYZ:
```
14
Properties=species:S:1:pos:R:3:mulliken_charge:R:1
O 0.2025 -3.1191 -0.2607 -0.51
C -0.5228 0.2490 0.5550 -0.29
C -0.2913 -1.1760 1.0788 -0.73
C 0.3322 2.3688 -0.7641 -1.03
C -0.6846 -2.2021 0.2754 0.04
C 0.2822 0.8798 -0.3583 -0.06
H 1.1027 -2.7837 0.1214 0.40
H 0.9104 0.1927 -0.8981 0.35
H 0.2744 -1.2596 2.0552 0.33
H -1.6684 -2.3610 -0.2245 0.32
H 1.2606 2.7477 -0.2733 0.25
H -0.4866 3.0092 -0.4640 0.33
H -1.1864 0.8899 1.0701 0.33
H 0.4751 2.5644 -1.9128 0.26
```

=====

(5)
Density functional theory data (wB97M-V/def2-TZVPD) for a structure of composition C11H20F2O7STl in a non-equilibrium geometry.

Gap between HOMO and LUMO = 3.8 eV
Energy above the lowest of the compared OMol25 structures with the same formula, charge and spin = 0.0 kcal/mol
Net charge = +1

Geometry as XYZ:
```
42
Properties=species:S:1:pos:R:3:mulliken_charge:R:1
Tl -14.4377 -12.2483 13.6367 1.55
S -12.1653 -13.3423 10.2537 0.98
F -14.4185 -15.0494 13.3598 -0.49
F -13.7667 -9.6330 13.0336 -0.40
O -11.3783 -15.3592 16.0337 -0.31
O -16.9423 -13.5189 13.2535 -0.62
O -10.6752 -12.7310 10.3421 -0.29
O -12.3304 -13.7049 14.8602 -0.48
O -12.9867 -12.6543 11.2284 -0.47
O -18.2964 -14.4064 11.6984 -0.34
O -12.5711 -13.2975 8.8891 -0.54
C -17.7850 -15.7622 13.5065 -0.18
C -17.5686 -14.4550 12.8020 0.50
C -10.8905 -10.4730 9.4441 -0.94
C -12.3987 -14.6155 15.6591 0.60
C -19.1785 -15.5860 11.5564 -0.34
C -13.1918 -16.1311 17.4305 -0.52
C -13.6533 -15.1655 16.2913 -0.37
C -10.4699 -11.3349 10.6334 -0.28
C -11.8314 -15.0346 10.7673 -0.88
C -11.8539 -16.4864 16.7613 -0.51
C -18.5850 -16.6105 12.5246 -0.57
H -12.7545 -15.4430 11.1734 0.27
H -11.8815 -17.3473 16.0929 0.28
H -14.3202 -14.3806 16.6464 0.37
H -18.9740 -15.7146 10.4964 0.28
H -18.4448 -15.5135 14.3455 0.30
H -10.1429 -10.6732 8.6720 0.32
H -19.2441 -17.2732 13.0777 0.35
H -11.0056 -11.0781 11.5508 0.21
H -16.9295 -16.2869 13.9194 0.18
H -9.4197 -11.1680 10.8643 0.35
H -13.9688 -16.8808 17.5067 0.33
H -11.7337 -10.9312 8.9229 0.29
H -20.1738 -15.1973 11.7581 0.26
H -11.2129 -16.7858 17.5899 0.37
H -11.5199 -15.5252 9.8495 0.37
H -11.0617 -14.9934 11.5324 0.32
H -11.0926 -9.4457 9.7246 0.34
H -14.1563 -15.7549 15.5209 0.14
H -12.9347 -15.5525 18.3140 0.32
H -17.8767 -17.2200 11.9615 0.26
```

=====

(6)
Density functional theory data (wB97M-V/def2-TZVPD) for a cluster of 2 separate species, C7H5F2NO4S in total in a non-equilibrium geometry.

Gap between HOMO and LUMO = 8.3 eV
Energy above the lowest of the compared OMol25 structures with the same formula, charge and spin = 46.9 kcal/mol

Geometry as XYZ:
```
20
Properties=species:S:1:pos:R:3:mulliken_charge:R:1
S -1.4853 -0.9256 0.7869 1.10
F -3.2039 1.2847 0.6667 -0.15
F -1.0949 1.6336 -0.8103 -0.53
O -1.4237 -1.0653 2.2108 -0.59
O -1.9573 2.9832 1.8864 -0.54
O -2.5059 -1.5508 0.0167 -0.59
O -0.1818 1.7155 1.9857 -0.52
N -1.3170 2.0240 1.7042 1.06
C 0.0831 -0.9229 -0.0350 0.35
C 2.4346 -0.6396 -0.0486 -0.59
C -1.9816 0.9318 0.8171 0.50
C 1.2248 -0.5325 -2.1514 -0.42
C 0.0306 -0.8281 -1.4133 -0.29
C 2.4500 -0.5223 -1.4052 -0.31
C 1.2447 -0.8143 0.6886 -0.14
H -0.9141 -0.6510 -1.9556 0.28
H 1.0218 -0.1892 -3.1914 0.33
H 3.2891 -0.7507 0.6594 0.33
H 0.9329 -0.6647 1.7038 0.44
H 3.3537 -0.5160 -2.1156 0.29
```

=====

Number 1: electronic energy -105209.2132 eV. Number 2: electronic energy -241811.1174 eV. Number 3: electronic energy -8289.0046 eV. Number 4: electronic energy -7358.7297 eV. Number 5: electronic energy -47013.6450 eV. Number 6: electronic energy -33282.4100 eV.